(1)
Density functional theory data (wB97M-V/def2-TZVPD) for a structure of composition C42H39N9SbYb at a distorted geometry.

ORCA input file:
```
! RIJCOSX wB97M-V def2-TZVPD def2/J DEFGRID3
* xyz 2 2
Yb 1.205 -0.054 0.297
C 0.513 -4.506 2.316
C 0.937 -3.260 2.432
N 0.497 -2.413 1.322
C -0.951 -2.519 1.200
C -1.377 -3.765 1.102
N -0.325 -4.770 1.148
C -1.722 -1.260 1.175
C -3.093 -1.257 0.987
C -3.779 -0.054 0.931
C -3.035 1.112 1.101
C -1.681 1.033 1.324
N -1.016 -0.133 1.332
C -0.851 2.256 1.528
C -1.411 3.480 1.851
N -0.689 4.592 1.978
C 0.621 4.463 1.790
C 1.196 3.237 1.511
N 0.463 2.139 1.396
C -5.249 0.008 0.683
C -5.891 -0.973 -0.051
C -7.259 -0.874 -0.255
N -8.012 0.119 0.226
C -7.382 1.057 0.938
C -6.017 1.048 1.183
H 0.716 -5.318 3.002
H 1.522 -2.830 3.231
H -2.402 -4.089 0.986
H -3.619 -2.199 0.891
H -3.508 2.078 1.003
H -2.475 3.568 2.022
H 1.236 5.351 1.877
H 2.268 3.146 1.397
H -5.352 -1.799 -0.501
H -7.774 -1.630 -0.837
H -7.995 1.857 1.340
H -5.592 1.833 1.798
C 1.869 0.847 3.889
C 2.863 -0.176 3.428
C 3.898 -0.534 4.290
C 4.796 -1.503 3.921
C 4.599 -2.167 2.714
C 3.557 -1.781 1.891
N 2.726 -0.750 2.216
Sb 3.284 -3.084 0.206
C 3.784 -1.486 -1.122
C 4.695 -1.736 -2.125
C 5.236 -0.658 -2.825
C 4.876 0.623 -2.476
C 3.948 0.825 -1.460
C 3.531 2.199 -1.037
N 3.403 -0.220 -0.819
C 1.060 -3.029 0.066
C 0.547 -4.497 -0.047
C -0.174 -4.766 -1.322
C -0.303 -3.827 -2.277
C 0.138 -2.449 -2.081
C -0.116 -1.489 -3.196
N 0.723 -2.071 -0.972
H 1.789 0.824 4.974
H 0.885 0.657 3.469
H 2.173 1.855 3.611
H 3.978 -0.042 5.252
H 5.614 -1.778 4.577
H 5.244 -2.992 2.436
H 4.998 -2.749 -2.353
H 5.955 -0.827 -3.617
H 5.308 1.480 -2.976
H 4.276 2.943 -1.315
H 3.423 2.235 0.049
H 2.569 2.466 -1.476
H 1.376 -5.198 0.007
H -0.580 -5.765 -1.448
H -0.808 -4.044 -3.211
H -1.183 -1.470 -3.438
H 0.393 -1.861 -4.092
H 0.213 -0.484 -2.961
C -2.283 3.478 -2.017
C -1.044 3.058 -2.825
C -0.182 4.289 -3.141
C -1.478 2.375 -4.128
C -0.250 2.105 -2.026
C 0.409 1.312 -1.366
H -2.901 4.163 -2.603
H -1.991 3.993 -1.096
H -2.888 2.605 -1.759
H -0.769 5.019 -3.705
H 0.684 4.009 -3.745
H 0.175 4.769 -2.227
H -2.049 3.076 -4.742
H -2.108 1.506 -3.925
H -0.608 2.046 -4.700
*
```

Calculated values
<S²>: 0.751
Kohn-Sham gap (spin up / spin down) in eV: 7.861 / 7.858
Electronic energy in eV: -95651.481
E_HOMO (spin up / spin down) in hartree: -0.5012 / -0.5012
ΔE to the lowest compared entry with this formula, charge and spin in eV: 0.158

---

(2)
Density functional theory data (wB97M-V/def2-TZVPD) for a structure of composition C42H40BrFN3PS4Se2Sr at a distorted geometry.

ORCA input file:
```
! RIJCOSX wB97M-V def2-TZVPD def2/J DEFGRID3
* xyz -2 1
Sr -0.680 1.786 1.225
Br 5.404 5.121 -2.593
C 4.333 4.283 -1.266
C 2.969 4.168 -1.465
C 2.208 3.542 -0.489
C 2.800 3.051 0.666
C 4.174 3.178 0.851
C 4.944 3.794 -0.121
N 1.907 2.441 1.600
C 2.307 2.140 2.772
C 1.411 1.585 3.832
C 1.969 1.311 5.071
C 1.135 0.826 6.065
C -0.209 0.671 5.786
C -0.684 0.987 4.516
N 0.120 1.409 3.551
H 2.490 4.546 -2.357
H 1.144 3.452 -0.632
H 4.667 2.797 1.733
H 6.013 3.892 0.009
H 3.330 2.318 3.120
H 3.026 1.461 5.243
H 1.533 0.576 7.041
H -0.903 0.310 6.532
H -1.734 0.903 4.265
Se 1.877 -1.851 2.824
P -0.021 -2.568 2.127
Se -1.690 -1.213 1.907
C 0.205 -3.488 0.555
C 1.448 -4.000 0.197
C 1.582 -4.766 -0.953
C 0.477 -5.023 -1.750
C -0.760 -4.504 -1.403
C -0.895 -3.734 -0.261
C -0.547 -3.958 3.215
C -1.789 -3.978 3.830
C -2.151 -5.040 4.650
C -1.275 -6.091 4.856
C -0.030 -6.077 4.239
C 0.332 -5.017 3.429
H 2.307 -3.768 0.815
H 2.557 -5.147 -1.231
H 0.585 -5.603 -2.659
H -1.616 -4.666 -2.041
H -1.852 -3.296 -0.002
H -2.470 -3.152 3.659
H -3.124 -5.039 5.123
H -1.557 -6.921 5.492
H 0.664 -6.895 4.391
H 1.311 -4.998 2.967
C -3.865 1.256 -3.209
C -3.506 -0.025 -2.457
C -3.782 0.140 -0.968
C -2.142 -0.611 -2.797
C -2.155 -1.745 -3.602
C -0.995 -2.404 -3.964
C 0.207 -1.944 -3.463
C 0.279 -0.813 -2.659
C 1.669 -0.439 -2.167
C 1.792 -0.309 -0.655
C 2.252 0.778 -2.880
C -0.901 -0.090 -2.358
N -0.856 1.121 -1.635
C -0.883 2.215 -2.414
C -0.798 2.298 -3.828
C -0.821 3.514 -4.492
C -0.934 4.726 -3.823
C -1.030 4.697 -2.427
C -0.998 3.484 -1.807
F -1.082 3.438 -0.426
H -4.939 1.437 -3.119
H -3.613 1.195 -4.269
H -3.357 2.124 -2.795
H -4.208 -0.794 -2.813
H -3.191 0.943 -0.530
H -3.570 -0.776 -0.416
H -4.829 0.403 -0.810
H -3.114 -2.122 -3.944
H -1.032 -3.289 -4.587
H 1.124 -2.479 -3.682
H 2.294 -1.301 -2.445
H 1.179 0.517 -0.308
H 2.826 -0.107 -0.369
H 1.475 -1.214 -0.136
H 1.714 1.684 -2.619
H 2.197 0.668 -3.965
H 3.300 0.914 -2.600
H -0.717 1.380 -4.397
H -0.753 3.508 -5.574
H -0.960 5.665 -4.356
H -1.144 5.580 -1.815
S -3.444 2.543 2.087
S -3.423 4.451 1.283
S -2.064 5.627 2.423
S -0.448 4.401 2.859
*
```

Calculated values
Kohn-Sham gap in eV: 4.315
Electronic energy in eV: -305599.623
E_HOMO in hartree: -0.0271
ΔE to the lowest compared entry with this formula, charge and spin in eV: 1.340